Record 1
DFT (wB97M-V/def2-TZVPD) results for 6 unconnected molecules or ions with the total composition C45H50N4OS at a distorted geometry.

Each line ends with the Löwdin charge.
Cartesian coordinates (Å):
H: -0.144266 -2.710295 0.721685  0.043
N: -0.202539 -1.981629 1.466973  0.080
C: -1.492970 -1.813264 1.904912  -0.280
C: -2.638191 -2.779388 1.170608  -0.091
C: -1.926166 -0.684567 3.060696  -0.102
C: -2.595238 0.563546 2.223807  -0.044
C: -1.781965 1.973110 2.032473  -0.071
C: -0.308622 2.351125 2.639373  -0.157
C: 0.899858 1.318145 2.249938  -0.209
N: 1.011915 0.972277 0.782817  -0.109
C: 2.443368 0.525088 0.490878  -0.250
C: 2.923553 -0.799659 1.326269  -0.124
C: 0.844949 2.218704 -0.106590  -0.282
C: 1.701914 3.606630 0.054400  -0.036
O: -0.062464 2.094129 -1.113461  -0.044
C: -2.527484 3.166890 1.132179  -0.008
C: -4.009498 3.019045 0.445862  -0.004
C: -4.832171 1.610609 0.651445  -0.252
N: -6.212286 1.374394 0.044569  -0.268
S: -6.523985 -0.261525 0.625354  0.849
N: -5.100856 -0.685667 1.558588  -0.302
C: -4.090824 0.449138 1.540903  -0.154
H: -2.123603 -3.649163 0.539669  0.086
H: -3.185218 -2.089816 0.366122  0.077
H: -3.443951 -3.184385 1.916499  0.073
H: -1.039826 -0.387150 3.764450  0.106
H: -2.792485 -1.183874 3.710690  0.127
H: -0.010110 3.480564 2.411053  0.106
H: -0.415169 2.305550 3.827686  0.132
H: 0.835404 0.389125 2.969309  0.107
H: 1.919621 1.868635 2.537884  0.134
H: 2.507319 0.250889 -0.668072  0.133
H: 3.245766 1.361031 0.668187  0.106
H: 3.110811 -1.730911 0.627209  0.081
H: 3.978391 -0.547491 1.823673  0.084
H: 2.198879 -1.148085 2.175890  0.050
H: 1.611684 4.119009 1.102718  0.078
H: 1.293331 4.384293 -0.751276  0.109
H: 2.835441 3.415666 -0.231336  0.088
H: -1.953647 4.185351 0.963154  0.095
H: -4.414320 3.935766 -0.187397  0.100
C: 4.196084 2.340840 -5.332915  -0.095
C: 4.388376 1.972620 -4.001657  -0.093
C: 3.367256 2.160919 -3.070731  -0.094
C: 2.154120 2.721996 -3.470385  -0.085
C: 1.965127 3.098814 -4.799759  -0.086
C: 2.984886 2.907069 -5.731537  -0.095
H: 4.989498 2.187800 -6.059404  0.093
H: 5.334603 1.537738 -3.689537  0.094
H: 3.516267 1.870673 -2.034008  0.072
H: 1.357468 2.866442 -2.745907  0.066
H: 1.021891 3.541593 -5.110246  0.102
H: 2.836608 3.198604 -6.767942  0.099
C: 8.424049 0.771931 -7.563227  -0.097
C: 9.429327 0.963828 -6.615914  -0.097
C: 9.283926 0.446501 -5.329058  -0.094
C: 8.130250 -0.259716 -4.987708  -0.096
C: 7.120839 -0.443629 -5.932276  -0.102
C: 7.267832 0.070449 -7.220298  -0.103
H: 8.540595 1.169362 -8.567806  0.100
H: 10.327288 1.516347 -6.881011  0.100
H: 10.069105 0.593321 -4.592051  0.096
H: 8.017801 -0.665103 -3.986008  0.089
H: 6.219016 -0.988865 -5.664724  0.103
H: 6.482156 -0.074979 -7.956964  0.101
C: 10.536729 -2.472277 -0.059500  -0.096
C: 9.144795 -2.557201 -0.070327  -0.096
C: 8.383971 -1.490630 -0.548175  -0.099
C: 9.015392 -0.336194 -1.011653  -0.109
C: 10.407051 -0.247589 -0.992181  -0.100
C: 11.168085 -1.315628 -0.517834  -0.096
H: 11.129483 -3.306124 0.306636  0.100
H: 8.652513 -3.455752 0.293201  0.100
H: 7.299304 -1.558525 -0.559634  0.098
H: 8.423032 0.493903 -1.386401  0.098
H: 10.899180 0.654349 -1.347805  0.100
H: 12.252650 -1.247346 -0.504912  0.100
C: -8.656242 -3.199282 2.246203  -0.095
C: -7.674500 -3.855480 1.504316  -0.099
C: -7.843844 -5.194089 1.151874  -0.094
C: -8.994015 -5.878575 1.545337  -0.097
C: -9.971522 -5.225013 2.295192  -0.096
C: -9.803968 -3.885304 2.644466  -0.093
H: -8.527086 -2.154378 2.514919  0.069
H: -6.776968 -3.322937 1.199814  0.074
H: -7.080075 -5.704195 0.570761  0.100
H: -9.127440 -6.920718 1.268713  0.099
H: -10.865258 -5.759934 2.607035  0.100
H: -10.566896 -3.375473 3.226811  0.097
C: -8.721572 0.178496 4.341663  -0.102
C: -8.989701 1.543630 4.245090  -0.091
C: -10.130454 2.075265 4.845768  -0.096
C: -11.006338 1.240387 5.540056  -0.098
C: -10.743081 -0.126279 5.628737  -0.096
C: -9.600351 -0.657393 5.031265  -0.100
H: -7.829143 -0.234354 3.879235  0.085
H: -8.308580 2.193946 3.701905  0.102
H: -10.337303 3.139778 4.773192  0.100
H: -11.893802 1.654669 6.010338  0.099
H: -11.428653 -0.778096 6.164718  0.100
H: -9.394116 -1.722057 5.102462  0.096

Cartesian forces, eV/Å:
H -0.48 0.65 0.78
N -4.80 1.02 2.17
C 3.02 -1.81 -2.00
C -0.08 1.20 -0.46
C -1.28 -0.81 -1.39
C 0.62 3.60 -0.93
C -3.86 -1.21 -1.67
C -0.65 -0.42 0.87
C 0.91 1.29 1.15
N 1.31 2.10 -0.29
C 0.86 -1.27 -1.01
C 0.95 -0.24 0.43
C -4.67 -0.90 -4.34
C -0.12 0.27 -1.00
O 5.91 1.09 6.36
C -3.23 -2.43 -0.60
C 3.28 -1.58 2.30
C 0.61 1.31 -0.39
N 5.56 -2.45 4.02
S 3.83 2.36 0.98
N 1.47 4.18 -1.24
C -3.20 -0.02 -1.52
H -0.96 1.90 1.73
H 1.02 -1.51 1.86
H 1.61 0.77 -1.45
H -1.73 -0.43 -1.70
H 1.92 1.11 -1.40
H -0.95 -2.56 0.18
H 0.28 0.07 -2.53
H 0.05 1.60 -2.04
H -2.03 -0.93 -0.17
H -0.32 0.69 2.50
H -1.57 -1.25 -0.10
H -0.56 2.00 1.31
H -2.30 -0.58 -1.03
H 1.27 0.83 -1.85
H 0.28 -1.31 -1.90
H 0.75 -1.92 1.78
H -2.37 0.32 0.82
H -1.29 -2.38 0.40
H 0.84 -2.34 1.52
C -0.13 0.04 0.09
C -0.11 0.03 -0.02
C -0.05 0.11 -0.30
C 0.09 0.07 -0.05
C 0.19 -0.07 0.02
C 0.03 -0.07 0.20
H -0.07 0.01 0.11
H -0.11 0.05 -0.08
H 0.00 0.02 -0.13
H 0.09 -0.08 -0.18
H 0.14 -0.08 0.06
H 0.02 -0.04 0.14
C -0.05 -0.06 0.18
C -0.12 -0.09 0.04
C -0.15 -0.02 -0.11
C 0.02 0.10 -0.16
C 0.11 0.07 -0.03
C 0.15 0.05 0.11
H -0.02 -0.05 0.14
H -0.13 -0.09 0.04
H -0.11 -0.04 -0.09
H 0.04 0.04 -0.11
H 0.13 0.08 -0.04
H 0.11 0.01 0.10
C -0.10 0.17 -0.06
C 0.07 0.12 -0.06
C 0.18 0.03 -0.01
C 0.09 -0.16 0.07
C -0.06 -0.13 0.03
C -0.19 -0.04 0.00
H -0.09 0.12 -0.04
H 0.08 0.14 -0.07
H 0.15 0.01 0.00
H 0.07 -0.09 0.05
H -0.08 -0.14 0.05
H -0.16 -0.01 -0.01
C -0.02 -0.20 -0.03
C -0.15 -0.08 0.03
C -0.14 0.07 0.10
C 0.05 0.19 0.05
C 0.13 0.08 -0.05
C 0.15 -0.07 -0.09
H -0.04 -0.12 -0.03
H -0.10 -0.08 0.05
H -0.11 0.08 0.08
H 0.02 0.14 0.04
H 0.14 0.09 -0.06
H 0.10 -0.05 -0.09
C -0.19 0.06 0.08
C -0.08 -0.08 0.07
C 0.02 -0.20 0.03
C 0.17 -0.06 -0.10
C 0.09 0.10 -0.07
C -0.03 0.18 -0.03
H -0.08 0.06 0.05
H -0.09 -0.10 0.08
H 0.03 -0.16 0.01
H 0.11 -0.06 -0.07
H 0.11 0.10 -0.07
H -0.01 0.13 0.00

Max |F|   8.75 eV/Å
Structure (SMILES)   [H]/N=C(\C)Cc1c(CCN(CC)C(C)=O)ccc2nsnc12.c1ccccc1.c1ccccc1.c1ccccc1.c1ccccc1.c1ccccc1
Calculated total energy   -66304.3766 eV
Frontier orbital gap   6.9 eV
Multiplicity   1

---

Record 2
DFT (wB97M-V/def2-TZVPD) results for C3H8N4S in the gas phase at a distorted geometry.

Each line ends with the Löwdin charge.
Cartesian coordinates (Å):
C: -0.210688 -0.000832 2.270814  -0.059
C: -0.411698 0.790651 0.978978  -0.504
N: -1.733782 0.427044 0.421941  0.024
N: -1.599010 -0.192124 -0.628971  -0.025
N: -0.426851 -0.330984 -1.086065  -0.173
C: 0.055885 -1.126868 -2.152074  -0.073
N: 0.602398 0.433320 0.016003  -0.398
S: 1.461397 1.672817 -0.738445  0.770
H: -0.239422 -1.067069 2.059967  0.075
H: -1.013898 0.247728 2.959161  0.072
H: 0.747484 0.254286 2.719084  0.072
H: -0.426228 1.861476 1.202330  0.115
H: -0.533843 -0.928680 -3.051627  0.089
H: 1.094722 -0.856886 -2.341277  0.071
H: 0.002692 -2.197683 -1.921258  0.084
H: 2.630844 1.013805 -0.708560  -0.141

Cartesian forces, eV/Å:
C -0.09 0.28 -0.21
C 0.11 -0.12 0.72
N -0.54 0.60 0.87
N -1.35 -0.69 -0.85
N 2.90 2.02 1.97
C -0.10 -0.66 -0.41
N -1.31 -1.69 -1.91
S 0.09 0.04 -0.18
H 0.01 -0.08 -0.02
H -0.05 -0.04 0.13
H 0.04 -0.01 0.04
H 0.10 -0.03 -0.16
H 0.14 -0.01 0.06
H -0.11 0.09 0.02
H 0.08 0.10 -0.03
H 0.06 0.19 -0.02

Max |F|   4.05 eV/Å
Energy above the lowest of the compared OMol25 structures with the same formula, charge and spin   332.14 kJ/mol
Structure (SMILES)   C[C@@H]1N=NN(C)N1S
Calculated total energy   -20032.7944 eV
Frontier orbital gap   9.3 eV
Multiplicity   1

---

Record 3
DFT (wB97M-V/def2-TZVPD) results for a molecular structure, C5H7N2 at a distorted geometry.

Each line ends with the Löwdin charge.
Cartesian coordinates (Å):
C: 0.154147 -1.045060 0.791654  -0.212
C: 0.754389 -1.986325 1.504974  0.150
C: 1.653797 0.904696 -0.035480  0.193
C: -0.864291 0.162153 -0.419150  -0.286
C: -1.631831 1.037819 -1.261935  0.022
N: -1.104224 -0.919351 0.161651  0.219
N: 0.557259 0.283406 0.018742  0.046
H: 0.153964 -2.889809 1.758001  0.119
H: 1.799182 -1.837763 1.715759  0.076
H: 1.550068 1.894271 -0.596829  0.151
H: 2.491034 0.540225 0.703493  0.175
H: -2.622617 1.066856 -0.823088  0.107
H: -1.811945 0.725649 -2.283933  0.105
H: -1.078932 2.063234 -1.233859  0.135

Cartesian forces, eV/Å:
C 0.00 0.18 -1.27
C -0.78 0.77 -0.90
C -0.04 1.63 0.87
C 1.10 0.01 -0.78
C 0.64 2.56 -0.01
N -0.87 -1.26 1.24
N 0.42 -2.58 2.09
H 0.75 0.87 -0.02
H 0.15 -0.42 0.43
H 1.13 -1.39 0.64
H -1.40 0.92 -1.98
H -0.18 0.51 0.19
H 0.54 -0.26 -0.23
H -1.46 -1.53 -0.26

Max |F|   3.35 eV/Å
Total charge   +1
Energy above the lowest of the compared OMol25 structures with the same formula, charge and spin   436.24 kJ/mol
Calculated total energy   -8268.2559 eV
Frontier orbital gap   9.3 eV
Multiplicity   1

---

Record 4
DFT (wB97M-V/def2-TZVPD) results for a gas-phase ion, C11H18N3O (charge +1) at a distorted geometry.

Each line ends with the Löwdin charge.
Cartesian coordinates (Å):
C: -2.865378 -1.721897 0.509985  -0.089
C: -1.371884 -1.519373 0.864382  -0.119
C: -0.862094 -0.175049 0.314234  -0.181
C: 0.670015 0.031537 0.310517  -0.169
C: 1.520983 -0.907085 0.547227  -0.039
C: 2.966245 -0.784866 0.442987  -0.136
C: 3.591962 0.650134 0.319670  -0.193
C: 2.670790 1.406788 -0.472239  -0.192
C: 1.121896 1.425089 -0.041707  -0.084
C: -1.568134 -0.048395 -1.060879  -0.279
N: -1.310529 -0.811451 -2.087314  0.270
N: -2.409803 0.941697 -1.056361  0.148
N: -2.426924 1.651946 0.114510  0.142
C: -1.416816 1.201374 0.945064  -0.343
O: -1.108408 1.825012 1.945575  0.131
H: -3.538500 -1.015305 0.934426  0.073
H: -3.166808 -2.727200 0.885940  0.108
H: -3.203818 -1.680744 -0.491147  0.050
H: -0.810434 -2.421569 0.306232  0.170
H: -1.363599 -1.576341 1.884680  0.099
H: 1.127140 -1.893874 0.737331  0.112
H: 3.258539 -1.206847 1.366456  0.111
H: 3.484433 -1.238648 -0.318592  0.099
H: 3.732152 1.150826 1.329524  0.141
H: 4.606058 0.734681 0.026262  0.108
H: 2.737149 0.910106 -1.408950  0.115
H: 2.895659 2.401505 -0.512164  0.089
H: 0.596007 1.919570 -0.829873  0.111
H: 1.082203 2.165466 0.732777  0.112
H: -0.631790 -1.513571 -2.032441  0.128
H: -1.951981 -0.832288 -2.858788  0.148
H: -3.221266 1.190193 -1.676199  0.229
H: -2.833052 2.468584 0.328869  0.130

Cartesian forces, eV/Å:
C -0.18 -1.62 1.24
C -0.88 -1.11 -4.43
C 0.49 1.63 -0.03
C -2.48 2.50 -0.99
C 0.04 -1.81 -1.05
C 1.62 2.49 2.00
C -0.86 -0.36 4.84
C -3.29 -0.49 -0.95
C 2.93 -0.61 -0.05
C 1.68 0.34 0.84
N -1.33 0.70 -0.46
N -2.59 1.30 -1.57
N 3.11 -4.25 1.19
C -0.54 0.03 1.87
O -0.14 -1.57 -1.47
H -0.27 0.75 1.14
H 0.10 0.75 -0.22
H 0.41 -0.36 -1.49
H -0.88 2.11 1.60
H 0.89 -0.21 2.63
H 0.21 -0.27 0.24
H 1.16 -0.73 0.96
H 0.35 -2.19 -1.94
H -0.69 -0.72 -0.53
H 0.89 -0.70 -1.16
H -0.31 0.21 -1.60
H 1.01 2.64 -0.68
H -0.65 -0.11 -0.97
H -0.32 -0.07 1.04
H 1.06 -1.05 0.21
H 0.07 -0.06 -0.42
H 1.49 -0.85 0.33
H -2.11 3.73 -0.12

Max |F|   5.40 eV/Å
Total charge   +1
Energy above the lowest of the compared OMol25 structures with the same formula, charge and spin   133.23 kJ/mol
Structure (SMILES)   CC[C@@]1(C2=CCCCC2)C(=[NH2+])NNC1=O
Calculated total energy   -18207.6878 eV
Frontier orbital gap   9.3 eV
Multiplicity   1

---

- What is the multiplicity in the first record?
  1

---

- Number 4 is which compound?
  C11H18N3O

---

Please write out number 2 again, unchanged.
DFT (wB97M-V/def2-TZVPD) results for C3H8N4S in the gas phase at a distorted geometry.

Each line ends with the Löwdin charge.
Cartesian coordinates (Å):
C: -0.210688 -0.000832 2.270814  -0.059
C: -0.411698 0.790651 0.978978  -0.504
N: -1.733782 0.427044 0.421941  0.024
N: -1.599010 -0.192124 -0.628971  -0.025
N: -0.426851 -0.330984 -1.086065  -0.173
C: 0.055885 -1.126868 -2.152074  -0.073
N: 0.602398 0.433320 0.016003  -0.398
S: 1.461397 1.672817 -0.738445  0.770
H: -0.239422 -1.067069 2.059967  0.075
H: -1.013898 0.247728 2.959161  0.072
H: 0.747484 0.254286 2.719084  0.072
H: -0.426228 1.861476 1.202330  0.115
H: -0.533843 -0.928680 -3.051627  0.089
H: 1.094722 -0.856886 -2.341277  0.071
H: 0.002692 -2.197683 -1.921258  0.084
H: 2.630844 1.013805 -0.708560  -0.141

Cartesian forces, eV/Å:
C -0.09 0.28 -0.21
C 0.11 -0.12 0.72
N -0.54 0.60 0.87
N -1.35 -0.69 -0.85
N 2.90 2.02 1.97
C -0.10 -0.66 -0.41
N -1.31 -1.69 -1.91
S 0.09 0.04 -0.18
H 0.01 -0.08 -0.02
H -0.05 -0.04 0.13
H 0.04 -0.01 0.04
H 0.10 -0.03 -0.16
H 0.14 -0.01 0.06
H -0.11 0.09 0.02
H 0.08 0.10 -0.03
H 0.06 0.19 -0.02

Max |F|   4.05 eV/Å
Energy above the lowest of the compared OMol25 structures with the same formula, charge and spin   332.14 kJ/mol
Structure (SMILES)   C[C@@H]1N=NN(C)N1S
Calculated total energy   -20032.7944 eV
Frontier orbital gap   9.3 eV
Multiplicity   1